# C24H23N2O

A structure of composition C24H23N2O in a non-equilibrium geometry (ωB97M-V with the def2-TZVPD basis set, the Open Molecules 2025 dataset).

Geometry as XYZ:
```
50
Properties=species:S:1:pos:R:3:lowdin_charge:R:1
C -2.1274 -3.6790 0.7645 -0.012
N -1.9143 -2.2652 0.5491 -0.104
C -0.7192 -1.6422 0.7943 -0.010
C -0.8308 -0.2900 0.5192 -0.133
C 0.2812 0.6490 0.7559 -0.017
C -0.0460 2.1093 0.4201 -0.215
C -0.5138 2.4092 -0.8610 -0.070
C -0.8010 3.7138 -1.2398 -0.060
C -0.6316 4.7630 -0.3367 -0.062
C -0.1266 4.4890 0.9290 -0.070
C 0.1542 3.1802 1.3229 -0.037
C -2.2337 -0.0554 0.1371 -0.096
C -3.1011 1.0207 -0.0220 -0.020
C -4.4805 0.7974 -0.2625 -0.070
C -5.0302 -0.4957 -0.3013 -0.074
C -4.2011 -1.6133 -0.1087 -0.010
C -2.8623 -1.3426 0.1234 -0.164
H -3.1086 -3.9701 0.3781 0.083
H -1.3435 -4.2510 0.2647 0.091
H -2.0941 -3.9319 1.8353 0.103
H 0.0945 -2.2289 1.1950 0.125
H 0.6523 0.5505 1.7960 0.123
H -0.6580 1.5943 -1.5758 0.134
H -1.1782 3.9043 -2.2420 0.115
H -0.9249 5.7776 -0.6222 0.116
H 0.0083 5.3109 1.6309 0.112
H 0.5010 2.9979 2.3380 0.116
H -2.7600 2.0537 0.0756 0.103
H -5.1535 1.6548 -0.4176 0.110
H -6.1071 -0.6337 -0.4835 0.112
H -4.5629 -2.6309 -0.1605 0.101
C 3.2832 2.2464 0.3676 0.009
C 2.6297 1.1518 -0.4201 -0.444
C 2.0991 -0.0047 0.3594 -0.056
N 2.5566 -1.2786 -0.2190 0.008
C 2.5239 -1.5393 -1.5646 0.025
C 2.8751 -2.7612 -2.0847 -0.008
C 3.2311 -3.8114 -1.2599 -0.015
C 3.2630 -3.5730 0.1046 -0.018
C 2.9532 -2.3139 0.6237 0.015
O 2.5226 1.2236 -1.6313 0.077
H 2.7759 2.5211 1.3054 0.084
H 4.3044 1.9078 0.6132 0.107
H 3.3242 3.1532 -0.2468 0.104
H 2.4423 -0.0243 1.4062 0.129
H 2.2611 -0.6980 -2.2084 0.136
H 2.8405 -2.8767 -3.1588 0.129
H 3.4475 -4.7921 -1.6644 0.129
H 3.5006 -4.3793 0.7947 0.126
H 2.9849 -2.0969 1.6877 0.141
```

## Properties
E_LUMO = -0.15731 Ha
2S+1 = 1
frontier orbital gap = 6.038 eV
HOMO level = -10.319 eV
charge = +1



# C24H23N6O2SV

A structure of composition C24H23N6O2SV (ωB97M-V with the def2-TZVPD basis set, the Open Molecules 2025 dataset).

Geometry as XYZ:
```
57
Properties=species:S:1:pos:R:3:mulliken_spin:R:1
V -0.2726 0.4618 -0.5210 2.363
O -0.5031 2.2077 0.3989 -0.043
C -1.3834 3.0831 0.7068 -0.012
C -1.0517 4.4640 0.7369 0.003
C -1.9719 5.4195 1.0876 -0.002
C -3.2833 5.0636 1.4377 0.004
C -3.6273 3.7331 1.4194 -0.003
C -2.7154 2.7306 1.0579 0.017
C -3.1600 1.3605 1.0999 0.018
N -2.5225 0.2989 0.7830 0.008
C -3.2674 -0.9346 0.9631 0.014
C -2.6170 -1.8744 1.9840 0.001
N -1.3202 -2.2262 1.4791 0.007
C -1.1937 -3.3524 0.9171 0.012
C -0.0920 -3.6378 0.0087 0.001
C 0.4812 -4.9050 -0.0848 -0.007
C 1.5082 -5.1738 -0.9672 0.009
C 1.9549 -4.1474 -1.8050 -0.006
C 1.3738 -2.8999 -1.7735 0.004
C 0.3143 -2.5977 -0.8816 -0.016
O -0.2739 -1.4523 -0.9093 -0.033
H -0.0396 4.7325 0.4603 0.000
H -1.6799 6.4637 1.0905 0.000
H -4.0048 5.8211 1.7143 0.001
H -4.6363 3.4342 1.6896 0.000
H -4.1923 1.2511 1.4682 0.000
H -3.3134 -1.4608 0.0054 -0.006
H -4.2957 -0.7239 1.2920 0.001
H -3.2736 -2.7519 2.1130 0.000
H -2.5306 -1.3529 2.9418 -0.002
H -1.9780 -4.1251 1.0217 0.001
H 0.1154 -5.6876 0.5740 0.000
H 1.9593 -6.1568 -1.0112 0.001
H 2.7649 -4.3370 -2.5009 0.000
H 1.7018 -2.1085 -2.4382 0.000
C 3.8123 0.9184 -1.8299 -0.015
C 2.5370 0.7129 -1.0708 0.217
N 1.3294 0.9082 -1.6168 0.049
N 1.3014 1.2901 -2.9260 -0.034
C 0.1127 1.4436 -3.4256 0.053
N 0.0595 1.9123 -4.7345 0.013
S -1.3845 1.1878 -2.6159 -0.027
C 2.5478 0.2553 0.2743 0.095
C 3.7313 -0.0115 0.9989 0.069
C 3.6442 -0.4586 2.2938 -0.005
C 2.3883 -0.6487 2.8791 0.128
C 1.2689 -0.3791 2.1144 -0.035
N 1.3366 0.0604 0.8631 0.081
H 3.5878 1.3160 -2.8142 0.003
H 4.3540 -0.0257 -1.9469 0.011
H 4.4725 1.6167 -1.3079 0.011
H 0.9112 1.7363 -5.2464 -0.001
H -0.7752 1.6286 -5.2212 0.002
H 4.6937 0.1315 0.5282 0.022
H 4.5467 -0.6671 2.8563 0.001
H 2.2805 -1.0086 3.8925 0.010
H 0.2697 -0.5381 2.4971 0.016
```

## Properties
E_LUMO (spin up / spin down) = 0.10853 / 0.10828 Ha
2S+1 = 4
frontier orbital gap (spin up / spin down) = 5.482 / 7.326 eV
HOMO level (spin up / spin down) = -2.529 / -4.380 eV
charge = -1



# C24H23N6O3SSn

A structure of composition C24H23N6O3SSn in a non-equilibrium geometry (ωB97M-V with the def2-TZVPD basis set, the Open Molecules 2025 dataset).

Geometry as XYZ:
```
58
Properties=species:S:1:pos:R:3:lowdin_charge:R:1
Sn 11.2999 12.7673 5.7767 1.243
O 15.5955 9.2187 6.6447 0.054
C 15.7577 9.3414 7.9661 -0.256
C 16.3937 8.3454 8.7299 0.011
C 16.5038 8.4468 10.1087 -0.073
C 16.1396 9.6189 10.7365 -0.076
C 15.4281 10.6082 10.0165 -0.014
C 15.1668 10.3913 8.6694 -0.099
C 14.1955 11.2498 7.9562 -0.363
O 14.1895 11.2061 6.6797 -0.015
N 13.2548 11.7446 8.7336 0.117
N 12.3032 12.5093 8.2485 -0.009
C 11.5477 13.1952 9.1396 -0.002
C 11.1974 14.5186 8.8913 -0.187
C 11.7998 15.5355 9.6010 -0.015
C 11.1788 16.8471 9.7467 -0.054
C 10.1385 17.1617 8.8744 -0.074
C 9.8800 16.3167 7.8006 -0.010
C 10.3423 14.9785 7.7949 -0.324
O 10.0652 14.1566 6.7904 -0.364
H 14.9563 10.0152 6.4024 0.055
H 16.7770 7.4890 8.2631 0.102
H 16.8744 7.6304 10.7095 0.112
H 16.4932 9.7630 11.8125 0.131
H 15.0956 11.4761 10.5121 0.095
H 11.4006 12.7980 10.1407 0.145
H 12.7449 15.5584 10.1541 0.122
H 11.4331 17.4776 10.6140 0.114
H 9.5235 18.0524 8.9949 0.114
H 9.3816 16.5462 6.8923 0.109
C 5.8414 12.6770 8.1442 -0.068
C 6.1267 11.7387 6.9572 -0.214
N 6.9590 12.3043 5.8857 0.009
C 8.2345 11.9843 5.6505 -0.812
S 9.0463 12.6549 4.3023 0.688
N 8.8075 11.2829 6.6127 0.057
N 10.0308 10.8257 6.3160 -0.121
C 10.4121 9.5635 6.5357 -0.136
C 9.8295 8.6424 7.6489 0.010
C 11.4966 9.0197 5.6338 -0.230
C 11.6742 7.6076 5.4088 0.029
C 12.8237 7.2462 4.7159 -0.042
C 13.7010 8.1654 4.1616 -0.025
C 13.2821 9.4703 4.2791 -0.130
N 12.2464 9.8857 5.0015 0.063
H 5.7507 12.0542 9.0167 0.061
H 4.9074 13.2715 7.9938 0.089
H 6.7153 13.3110 8.3790 0.079
H 5.2375 11.4247 6.3925 0.124
H 6.6290 10.8285 7.3455 0.107
H 6.5227 12.7999 5.1371 0.123
H 9.1774 9.2307 8.3102 0.081
H 10.6823 8.2339 8.1787 0.092
H 9.2528 7.8320 7.2052 0.088
H 11.0358 6.8782 5.8593 0.104
H 13.0578 6.2022 4.5267 0.120
H 14.7081 7.9140 3.8700 0.124
H 13.7406 10.3529 3.7651 0.141
```

## Properties
E_LUMO (spin up / spin down) = -0.23208 / -0.20476 Ha
2S+1 = 1
frontier orbital gap (spin up / spin down) = 4.283 / 5.005 eV
HOMO level (spin up / spin down) = -10.598 / -10.577 eV
charge = +1



# C24H24BrClN3O4S2Zn

A structure of composition C24H24BrClN3O4S2Zn (ωB97M-V with the def2-TZVPD basis set, the Open Molecules 2025 dataset).

Geometry as XYZ:
```
60
Properties=species:S:1:pos:R:3:lowdin_charge:R:1
Zn 2.7735 -0.7690 0.8833 0.360
C 4.9407 3.7933 2.8317 -0.026
C 5.0879 2.6608 1.8532 -0.224
C 6.2121 2.5014 1.0515 0.018
C 6.3079 1.4422 0.1642 -0.063
C 5.2568 0.5534 0.1049 -0.713
Br 5.2851 -0.9014 -1.0835 0.861
N 4.1743 0.6773 0.8684 -0.052
C 4.0945 1.7078 1.7227 -0.053
H 5.8159 4.4391 2.8145 0.084
H 4.8188 3.4166 3.8473 0.094
H 4.0674 4.4014 2.5948 0.091
H 7.0279 3.2105 1.1235 0.131
H 7.1759 1.3014 -0.4619 0.117
H 3.2012 1.7483 2.3345 0.123
S 0.6602 -0.0805 1.8533 0.824
C -0.3863 -0.8076 0.7773 -0.612
N -1.6615 -0.9753 1.0579 -0.086
C -2.6298 -1.3926 0.0381 -0.084
C -2.0158 -2.4556 -0.8116 -0.081
N -0.7358 -1.9782 -1.3439 -0.079
C -0.4580 -2.4262 -2.7263 -0.100
C -1.3666 -1.7100 -3.6917 -0.227
C -1.2596 -0.3289 -3.8463 -0.034
C -2.1027 0.3407 -4.7175 -0.064
C -3.0553 -0.3651 -5.4445 -0.070
C -3.1617 -1.7390 -5.2983 -0.064
C -2.3196 -2.4101 -4.4191 -0.044
C 0.0961 -1.2633 -0.6265 -0.604
S 1.6046 -0.7984 -1.2156 0.760
C -2.2788 -0.5490 2.3321 -0.104
C -3.1832 0.6367 2.1104 -0.227
C -4.5459 0.5314 2.3556 -0.040
C -5.3827 1.6213 2.1483 -0.065
C -4.8583 2.8180 1.6865 -0.071
C -3.4952 2.9274 1.4360 -0.065
C -2.6599 1.8433 1.6498 -0.036
H -2.9383 -0.5279 -0.5539 0.152
H -3.5085 -1.7782 0.5507 0.142
H -2.6639 -2.6749 -1.6575 0.134
H -1.8425 -3.3768 -0.2499 0.154
H -0.6325 -3.5028 -2.7523 0.140
H 0.5902 -2.2433 -2.9391 0.081
H -0.5067 0.2208 -3.2914 0.104
H -2.0119 1.4118 -4.8392 0.110
H -3.7093 0.1581 -6.1291 0.110
H -3.8972 -2.2915 -5.8672 0.111
H -2.3990 -3.4862 -4.3100 0.117
H -1.4858 -0.3359 3.0422 0.084
H -2.8531 -1.3997 2.6997 0.136
H -4.9580 -0.4032 2.7195 0.116
H -6.4421 1.5328 2.3483 0.110
H -5.5079 3.6677 1.5257 0.110
H -3.0831 3.8632 1.0825 0.109
H -1.5947 1.9358 1.4657 0.099
O 3.7467 -3.6515 3.5101 -0.252
Cl 3.7121 -2.5002 2.6865 0.698
O 4.9869 -2.2026 2.0797 -0.340
O 3.2181 -1.3210 3.3860 -0.373
O 2.7362 -2.7169 1.5399 -0.427
```

## Properties
E_LUMO = -0.15413 Ha
2S+1 = 1
frontier orbital gap = 7.747 eV
HOMO level = -11.941 eV
charge = +1



# C24H24Cl40IN2O2

A cluster of 11 separate species, C24H24Cl40IN2O2 in total in a non-equilibrium geometry (ωB97M-V with the def2-TZVPD basis set, the Open Molecules 2025 dataset).

Geometry as XYZ:
```
93
Properties=species:S:1:pos:R:3:lowdin_charge:R:1
C -1.6198 2.5956 -1.8004 -0.157
O -0.2998 2.8633 -1.3573 -0.168
C 0.3086 1.6641 -0.9164 -0.296
C 1.7676 1.9092 -0.6011 -0.169
C 2.4763 0.6115 -0.2064 -0.187
C 1.7369 -0.0190 0.9954 -0.214
C 2.6117 -0.9789 1.8054 -0.194
C 1.8787 -1.4486 3.0601 -0.153
C 1.3432 -0.3034 3.9593 -0.129
N 1.5719 -0.6229 5.3901 -0.024
N 0.5273 -1.1789 5.9758 0.167
C 0.6728 -1.5162 7.2316 -0.052
C 1.8640 -1.2751 7.9179 -0.115
C 2.9331 -0.6777 7.3021 -0.727
I 4.7121 -0.2992 8.3218 1.101
C 2.7557 -0.3301 5.9291 -0.280
C 3.8639 0.2884 5.1490 -0.126
C 4.0783 1.7882 5.4815 -0.246
O 2.8747 2.4887 5.6381 -0.066
H -1.7978 1.5274 -1.9457 0.049
H -1.7636 3.0803 -2.7658 0.063
H -2.3790 2.9767 -1.1120 0.029
H 0.2513 0.9120 -1.7106 0.089
H -0.2435 1.3223 -0.0325 0.054
H 1.8267 2.5850 0.2572 0.121
H 2.2566 2.3755 -1.4559 0.123
H 2.4776 -0.1145 -1.0235 0.118
H 3.5174 0.8011 0.0600 0.110
H 0.8972 -0.6045 0.6201 0.088
H 1.3982 0.8132 1.6178 0.105
H 3.6051 -0.5683 1.9991 0.107
H 2.7586 -1.8691 1.1886 0.124
H 2.4802 -2.1175 3.6819 0.091
H 1.0186 -2.0490 2.7613 0.121
H 0.2679 -0.2528 3.8182 -0.014
H 1.7336 0.6798 3.7179 0.126
H -0.1569 -1.9977 7.7268 0.136
H 1.9337 -1.5838 8.9533 0.121
H 4.7650 -0.2364 5.4801 0.088
H 3.8007 0.1268 4.0797 0.103
H 4.7669 1.9115 6.3165 0.077
H 4.5913 2.2194 4.6225 0.131
H 2.4990 2.3956 6.5218 -0.013
C 0.3445 3.9966 8.6464 -2.039
Cl 0.9404 5.5048 7.9671 0.563
Cl -0.9664 3.3641 7.6467 0.529
Cl 1.6733 2.8049 8.6763 0.535
Cl -0.2239 4.2555 10.2894 0.561
C -4.9583 3.3070 -3.6105 -2.019
Cl -4.1560 3.0024 -5.1521 0.518
Cl -4.9134 1.8283 -2.6301 0.514
Cl -4.1236 4.6056 -2.7507 0.530
Cl -6.6348 3.7725 -3.8989 0.550
C -4.2290 -0.6491 -7.8309 -2.024
Cl -4.5498 -0.0456 -6.1970 0.477
Cl -3.3465 0.5763 -8.7438 0.519
Cl -3.2669 -2.1223 -7.7240 0.485
Cl -5.7572 -1.0033 -8.6394 0.545
C 4.3043 -4.7582 5.9693 -2.011
Cl 3.9847 -5.7755 7.3686 0.562
Cl 3.7400 -3.0987 6.3229 0.609
Cl 6.0318 -4.7193 5.6328 0.559
Cl 3.4305 -5.3704 4.5660 0.551
C -4.1464 -5.5126 -5.4175 -2.049
Cl -4.6901 -6.2123 -3.8850 0.515
Cl -2.4082 -5.7858 -5.6020 0.520
Cl -5.0080 -6.2803 -6.7518 0.541
Cl -4.4636 -3.7781 -5.4315 0.475
C -3.2527 6.5028 1.0506 -2.049
Cl -3.5231 4.7751 1.3280 0.488
Cl -2.0489 7.0970 2.1988 0.528
Cl -2.6366 6.6783 -0.5921 0.517
Cl -4.7540 7.4042 1.2468 0.546
C -1.2598 -1.8597 -11.3720 -2.042
Cl -0.4431 -2.2324 -12.8882 0.508
Cl -1.2677 -3.3000 -10.3448 0.503
Cl -0.3967 -0.5565 -10.5468 0.516
Cl -2.9244 -1.3588 -11.6966 0.518
C -2.9636 1.0415 3.1459 -2.006
Cl -2.2899 1.5710 1.6006 0.561
Cl -3.2079 2.4358 4.1971 0.538
Cl -4.5021 0.2284 2.8693 0.551
Cl -1.8298 -0.0860 3.9175 0.594
C -2.6835 -1.9115 -1.7479 -2.017
Cl -3.6694 -1.5417 -0.3261 0.518
Cl -3.2703 -0.9769 -3.1246 0.497
Cl -0.9986 -1.4711 -1.4166 0.565
Cl -2.7832 -3.6338 -2.1066 0.532
C 3.5082 -3.7221 -13.3720 -2.057
Cl 2.2358 -3.7909 -12.1501 0.488
Cl 3.0719 -4.7608 -14.7319 0.526
Cl 3.6853 -2.0568 -13.9363 0.522
Cl 5.0355 -4.2736 -12.6749 0.523
```

## Properties
E_LUMO = -0.15753 Ha
2S+1 = 1
frontier orbital gap = 7.014 eV
HOMO level = -11.301 eV
charge = +1



# C24H24Cl5N4O5SeTi

A structure of composition C24H24Cl5N4O5SeTi in a non-equilibrium geometry (ωB97M-V with the def2-TZVPD basis set, the Open Molecules 2025 dataset).

Geometry as XYZ:
```
64
Properties=species:S:1:pos:R:3:mulliken_spin:R:1
Ti 0.5020 0.6452 -0.2660 0.898
C -2.8340 -1.9856 0.8797 -0.004
C -1.8091 -1.1862 1.6464 0.028
C -0.5448 -1.7795 1.8411 -0.019
C -0.3242 -3.1690 1.3012 0.003
C 0.4446 -1.1012 2.5554 0.021
C 1.8242 -1.6778 2.7517 0.003
C 0.1592 0.1535 3.1253 -0.021
C 1.1886 0.7820 4.0293 0.001
C -1.0724 0.7640 2.8921 -0.031
C -1.3512 2.1519 3.4100 0.002
C -2.0751 0.0805 2.1794 0.016
C -3.4316 0.7393 2.1004 -0.003
H -3.1273 -2.8868 1.4246 0.000
H -2.4296 -2.3202 -0.0773 0.000
H -3.7448 -1.4334 0.6709 0.000
H 0.6638 -3.5557 1.5260 0.000
H -0.4573 -3.2020 0.2185 -0.001
H -1.0503 -3.8643 1.7302 0.000
H 1.9011 -2.2300 3.6930 0.000
H 2.5681 -0.8834 2.7750 -0.001
H 2.1079 -2.3483 1.9457 -0.001
H 1.5881 0.0315 4.7137 0.000
H 0.7714 1.5839 4.6298 0.000
H 2.0236 1.2008 3.4671 0.000
H -1.8710 2.1290 4.3734 0.000
H -1.9779 2.7092 2.7162 0.000
H -0.4361 2.7258 3.5255 0.000
H -3.7668 1.0364 3.0959 0.000
H -4.2020 0.0957 1.6874 0.000
H -3.4004 1.6541 1.5034 0.002
N -2.1545 2.4957 -2.8755 0.001
C -3.2441 1.9270 -2.2488 -0.005
C -2.7424 1.0254 -1.3646 0.014
N -1.3739 1.0257 -1.4419 0.001
C -1.0544 1.9196 -2.3533 0.026
C 0.3478 2.1142 -2.6980 0.004
N 1.2520 1.3294 -2.1438 0.011
C 2.4691 1.6952 -2.6624 0.007
C 2.2810 2.6959 -3.5579 -0.004
N 0.9226 2.9538 -3.5746 0.001
H -2.1917 3.2158 -3.5749 0.000
H -4.2517 2.2123 -2.4903 0.000
H -3.2649 0.3749 -0.6886 -0.002
H 3.3813 1.2339 -2.3272 -0.001
H 2.9714 3.2616 -4.1555 0.000
H 0.4856 3.7200 -4.0559 0.000
Cl 3.1880 -4.3327 -5.0759 0.000
C 2.4600 -3.4097 -3.8205 -0.001
C 3.2397 -2.8760 -2.7947 0.002
Cl 4.9386 -3.1369 -2.7892 0.000
C 2.6494 -2.1282 -1.7831 -0.006
Cl 3.5937 -1.4126 -0.5366 -0.001
C 1.2673 -1.8954 -1.7661 -0.007
O 0.7108 -1.1861 -0.8121 0.056
C 0.5017 -2.4342 -2.8078 -0.003
Cl -1.1996 -2.1468 -2.7850 0.000
C 1.0848 -3.1824 -3.8214 0.001
Cl 0.1104 -3.8305 -5.0830 0.000
O 2.1353 1.2781 0.7593 0.010
Se 1.6292 2.8992 0.8555 -0.001
O 2.2914 3.7649 -0.3314 0.001
O 0.0295 2.5034 0.3904 0.001
O 1.6998 3.4663 2.3500 -0.001
```

## Properties
E_LUMO (spin up / spin down) = -0.01632 / -0.01654 Ha
2S+1 = 2
frontier orbital gap (spin up / spin down) = 7.743 / 7.802 eV
HOMO level (spin up / spin down) = -8.187 / -8.252 eV
charge = 0



| no. | M (g mol⁻¹) |
| --- | --- |
| 1 | 355.5 |
| 2 | 510.5 |
| 3 | 594.3 |
| 4 | 663.4 |
| 5 | 1917.5 |
| 6 | 752.6 |